# 1
Molecular formula: C8H13BN2Nd
Method: DFT, ωB97M-V/def2-TZVPD

Structure (XYZ):
```
25
Properties=species:S:1:pos:R:3:forces:R:3
Nd 0.230 0.251 -0.070 -0.5597 -2.4951 -1.5857
N -1.160 -1.467 -0.245 -0.9372 0.5781 0.2569
N 0.508 0.329 2.262 -0.0850 -0.1118 3.1187
C -1.002 2.241 -1.468 0.6020 -0.3129 -0.5632
C 0.316 2.709 -1.170 -0.0201 0.0144 -0.4400
C -0.887 1.160 -2.403 0.8773 0.7836 -0.0911
C 0.506 0.969 -2.680 -0.4942 0.5885 -0.0243
C 1.249 1.919 -1.916 -0.5960 0.2964 -0.2798
C 0.324 0.208 3.420 0.6202 0.4200 -2.8553
C 0.848 -2.187 -1.351 0.4577 1.6668 0.7346
C -0.428 -2.645 -0.718 0.3959 -0.1124 0.9665
B 0.064 0.058 4.917 -0.3623 -0.2112 1.0741
H -1.038 -3.279 -1.378 -0.0385 0.0714 -0.0399
H 1.760 -2.332 -0.768 0.0856 -0.6900 -0.5189
H -2.154 -1.641 -0.128 0.0711 -0.0187 0.0961
H -0.150 -3.254 0.174 -0.3312 -0.1813 -0.3938
H -1.707 0.636 -2.891 0.2876 0.0391 0.3722
H 0.563 3.552 -0.518 -0.0919 -0.3874 -0.2259
H 0.984 -0.581 5.415 -0.2067 0.1442 -0.1375
H -0.031 1.178 5.411 0.0280 -0.2428 -0.1415
H 0.919 0.251 -3.391 -0.1800 0.2361 0.4741
H -1.940 2.676 -1.125 0.3019 -0.1550 0.0594
H 0.889 -2.237 -2.432 0.4003 -0.0130 -0.0450
H -1.001 -0.554 4.982 0.2760 0.1542 0.1249
H 2.338 2.040 -1.929 -0.5007 -0.0611 0.0643
```
Forces are in eV/Å.

For the lowest unoccupied orbital energy (spin up / spin down), the calculation gives 0.103 / 0.103 Eh. The charge is -1. Its HOMO energy (spin up / spin down) is -2.9223 / -2.9400 eV. As for the expectation value of S²: 3.7551. The spin multiplicity is 4. Its HOMO-LUMO gap (spin up / spin down) is 0.211 / 0.212 Ha.

---

# 2
Molecular formula: C8H13BO2
Method: DFT, ωB97M-V/def2-TZVPD

Structure (XYZ):
```
24
Properties=species:S:1:pos:R:3:forces:R:3
O 2.340 -1.727 0.082 -0.5429 -1.0185 0.5196
O 3.340 0.417 -0.196 0.9743 0.5308 0.1313
C -0.128 2.283 -0.393 2.4131 3.4071 1.0172
C 0.809 0.314 0.631 3.7570 -0.8550 -2.3852
C -0.627 -1.711 0.910 1.7524 2.6025 0.3515
C -1.382 0.325 -0.397 -4.4263 -0.2549 -0.7329
C -2.698 -0.370 -0.718 0.3858 2.6426 -1.7987
C 0.945 1.699 0.155 -3.9651 -0.8150 -0.8915
C -1.361 1.643 -0.504 -0.9354 0.2056 -1.2647
C -0.293 -0.489 -0.016 2.3816 -2.1488 0.7426
B 2.295 -0.388 0.209 -0.5475 1.0829 -0.4176
H 3.181 -2.169 0.102 0.5290 -0.0774 -0.2950
H -2.747 -0.703 -1.770 0.1385 0.3622 0.1032
H -0.153 3.399 -0.540 0.4463 -1.2126 -0.2052
H 0.231 -0.886 -0.910 -0.8307 -0.2121 -0.1636
H 4.258 0.211 -0.513 -1.7902 -0.3368 0.6232
H -1.099 -2.510 0.470 -0.2278 -2.2237 -1.6701
H -2.147 2.309 -0.913 -0.0647 -1.0828 0.5463
H -2.938 -1.219 -0.199 -0.4412 -1.9384 1.8360
H 0.359 -1.883 1.379 -0.9524 -0.8321 0.0012
H -3.437 0.426 -0.557 -0.3112 -0.6468 -0.2394
H 0.835 0.348 1.665 -0.5060 -0.1302 2.5151
H 1.800 2.157 0.399 2.9876 2.0406 0.5795
H -1.381 -1.474 1.624 -0.2240 0.9108 1.0972
```
Forces are in eV/Å.

The value obtained for the energy relative to the best compared isomer or geometry (same formula, charge and spin) is 1.652 eV. For the lowest unoccupied orbital energy, the calculation gives 0.008 Eh. Its HOMO energy is -7.3791 eV. The spin multiplicity is 1. Its HOMO-LUMO gap is 0.279 Ha.

---

# 3
Molecular formula: C8H13Cl3OSi
Method: DFT, ωB97M-V/def2-TZVPD

Structure (XYZ):
```
26
Properties=species:S:1:pos:R:3:forces:R:3
Cl 2.018 -3.084 1.579 0.0524 -0.0284 0.2171
Cl -0.649 -2.032 1.701 0.1466 -0.1198 0.8702
Cl 0.865 -2.497 4.203 -0.1297 -0.3191 -0.3694
Si -0.573 0.656 -1.399 -1.2060 -0.5677 -0.2977
O 0.760 0.250 3.359 -0.5314 -0.2249 -0.7934
C 1.507 -0.587 2.470 0.4935 0.6240 1.0747
C 1.630 -0.110 1.108 -0.7941 0.8724 -2.5884
C 1.291 0.758 -1.332 -0.5285 0.8418 -1.5605
C -1.282 1.500 0.108 0.0340 0.2301 -0.3906
C 0.959 -2.003 2.497 -0.3212 -0.5560 0.0229
C -1.084 -1.156 -1.286 0.7810 0.5426 -0.4019
C 1.483 0.242 -0.056 1.9512 -1.1619 4.2519
C -1.114 1.424 -2.992 -0.2961 -0.2815 0.1638
H -1.341 2.576 -0.111 0.1544 -0.1578 0.5184
H -2.171 1.222 -3.142 -0.2372 0.1784 -0.0946
H -0.585 0.927 -3.791 0.2239 -0.0804 -0.4021
H -0.204 0.162 3.168 0.9399 0.0661 -0.0311
H 1.767 0.226 -2.149 0.0920 -0.2124 -0.0007
H -0.676 1.247 0.986 -0.1943 0.4383 -0.1465
H -2.298 1.143 0.271 -0.0940 -0.0087 0.0177
H -1.241 -1.678 -2.225 -0.0126 0.0511 -0.1805
H 1.535 1.818 -1.414 0.2636 0.0644 0.1098
H -1.961 -1.251 -0.666 -0.2569 -0.1604 0.1914
H -0.922 2.484 -3.035 -0.0020 0.4191 -0.1018
H -0.221 -1.592 -0.782 -0.2438 -0.4179 -0.0090
H 2.507 -0.644 2.931 -0.2848 -0.0316 -0.0695
```
Forces are in eV/Å.

The value obtained for the energy relative to the best compared isomer or geometry (same formula, charge and spin) is 0.000 eV. For the lowest unoccupied orbital energy, the calculation gives 0.020 Eh. Its HOMO energy is -9.2588 eV. The spin multiplicity is 1. Its HOMO-LUMO gap is 0.361 Ha.